Density functional theory data (ωB97M-V/def2-TZVPD) for a structure of composition C37H44N5OSSiV at a distorted geometry.

The geometry in XYZ format:
```
90
C37H44N5OSSiV (ωB97M-V/def2-TZVPD)
V -0.553 0.197 0.697
C 2.426 -2.421 2.243
C 1.003 -1.932 2.357
C -0.002 -2.461 1.531
C 0.332 -3.643 0.652
C -1.309 -1.934 1.616
C -2.476 -2.507 0.838
C -1.618 -0.964 2.611
C -3.059 -0.510 2.741
C -0.645 -0.594 3.555
C -1.009 0.192 4.795
C 0.675 -1.033 3.389
C 1.756 -0.614 4.357
H 2.621 -3.210 2.980
H 3.142 -1.620 2.435
H 2.638 -2.807 1.252
H 0.991 -4.327 1.188
H 0.846 -3.326 -0.259
H -0.550 -4.208 0.372
H -3.002 -1.748 0.260
H -3.201 -2.942 1.527
H -2.175 -3.283 0.147
H -3.645 -1.253 3.292
H -3.522 -0.372 1.772
H -3.150 0.437 3.261
H -0.895 -0.451 5.671
H -2.033 0.547 4.790
H -0.362 1.057 4.938
H 2.449 0.100 3.897
H 2.352 -1.472 4.672
H 1.354 -0.147 5.249
C -0.561 2.819 2.697
Si -1.999 3.008 1.503
C -1.700 4.611 0.628
C -3.619 3.138 2.413
N -1.929 1.612 0.473
C -2.624 1.551 -0.741
C -3.650 2.426 -1.132
C -4.251 2.347 -2.381
C -3.863 1.376 -3.293
C -2.863 0.481 -2.941
C -2.268 0.594 -1.701
O -1.226 -0.319 -1.273
C -0.519 -0.982 -2.307
C -0.649 -2.344 -2.415
C 0.124 -3.021 -3.356
C 0.997 -2.316 -4.176
C 1.089 -0.931 -4.059
C 0.326 -0.259 -3.120
H -0.821 3.179 3.700
H 0.297 3.405 2.347
H -0.224 1.785 2.817
H -1.821 5.429 1.350
H -2.402 4.791 -0.193
H -0.683 4.673 0.222
H -3.473 3.210 3.499
H -4.270 2.281 2.210
H -4.155 4.044 2.102
H -3.991 3.179 -0.425
H -5.034 3.051 -2.639
H -4.332 1.306 -4.267
H -2.551 -0.292 -3.633
H -1.351 -2.869 -1.780
H 0.031 -4.099 -3.448
H 1.592 -2.839 -4.916
H 1.761 -0.369 -4.698
H 0.403 0.816 -3.020
S 2.613 -1.190 -1.040
C 3.528 -1.829 -2.288
N 3.682 -3.191 -2.404
C 4.411 -3.802 -3.361
C 5.038 -3.054 -4.293
C 4.854 -1.662 -4.180
N 4.146 -1.067 -3.248
H 3.205 -3.738 -1.704
H 4.449 -4.883 -3.328
H 5.637 -3.501 -5.074
H 5.318 -1.003 -4.910
N 1.381 4.859 -3.249
C 1.545 4.127 -2.376
C 1.751 3.195 -1.283
C 2.954 3.140 -0.592
C 3.085 2.225 0.429
C 2.023 1.393 0.709
N 0.851 1.437 0.051
C 0.721 2.339 -0.929
H 3.765 3.807 -0.858
H 4.004 2.139 0.994
H 2.104 0.647 1.492
H -0.236 2.386 -1.431
```

Values from the calculation:
Net charge: +1
Electronic energy, hartree: -3416.9033
Kohn-Sham gap (spin up / spin down), eV: 6.4 / 7.0
Spin multiplicity: 4
HOMO (spin up / spin down), eV: -9.2 / -9.8
<S²>: 3.762